Record 1
C17H21N4OS2Ta as an isolated structure, computed with the ωB97M-V functional and the def2-TZVPD basis.

The geometry in XYZ format:
```
46
Properties=species:S:1:pos:R:3:forces:R:3
Ta -0.66559 -1.48153 -0.30230 0.2165 0.0740 0.7238
S -2.82826 -2.19377 0.34740 -0.0593 0.0098 0.0069
C -2.93349 -0.43279 0.21226 0.0007 -0.0247 -0.0996
N -1.86089 0.25901 -0.15679 -0.1055 0.0313 0.0231
C -2.11738 1.63146 -0.23284 -0.0408 -0.1394 -0.0457
C -1.21488 2.63574 -0.57406 -0.0092 0.0224 0.0096
C -1.67769 3.93676 -0.58465 -0.0123 0.0092 0.0097
C -3.00760 4.23895 -0.26456 0.0208 0.0234 -0.0104
C -3.90716 3.24803 0.07295 0.0410 -0.0476 -0.0058
C -3.44255 1.93513 0.08536 -0.0494 0.1179 -0.0063
S -4.33950 0.48765 0.45686 -0.0564 -0.0017 0.0123
H -0.19218 2.40629 -0.84149 -0.0011 -0.0014 -0.0045
H -1.00305 4.73742 -0.85485 -0.0052 0.0058 -0.0002
H -3.33910 5.26776 -0.28892 0.0078 0.0020 -0.0024
H -4.93483 3.48435 0.31212 -0.0017 -0.0041 0.0016
C 2.70525 -3.40532 2.52361 -0.0346 0.0583 0.0086
N 1.98599 -2.12606 2.69682 0.0681 0.0793 0.1247
C 2.22959 -1.28979 3.75476 -0.0174 0.0189 0.0103
C 1.58835 -0.10969 3.89247 -0.0168 -0.0787 -0.0523
C 0.61748 0.23998 2.90745 -0.1121 -0.0220 0.1195
N 0.36036 -0.61301 1.90075 0.3213 0.0496 -0.4466
C 1.07644 -1.73388 1.79353 -0.1974 -0.1560 -0.1016
O 0.85459 -2.44731 0.74195 0.0526 -0.0311 0.0091
N -0.05702 1.37743 2.95686 0.0168 -0.0044 -0.0109
H 3.36730 -3.53144 3.37405 0.0098 -0.0203 -0.0091
H 3.28184 -3.37607 1.60328 -0.0008 -0.0164 -0.0072
H 1.98868 -4.22099 2.48817 0.0068 -0.0090 -0.0124
H 2.97006 -1.63559 4.46209 0.0023 0.0146 0.0068
H 1.80395 0.54005 4.72681 0.0022 0.0062 -0.0012
H 0.09432 2.04107 3.69902 0.0006 0.0003 0.0011
H -0.72339 1.60953 2.23632 -0.0043 0.0128 0.0022
C -0.04376 0.05638 -3.66269 0.0164 0.0126 -0.0272
C 0.72110 -0.89753 -2.74196 -0.0169 -0.0513 0.0810
C 1.79475 -1.65333 -3.52583 -0.0098 -0.0279 -0.0195
C 1.40734 -0.10832 -1.61151 -0.0335 0.0158 0.0743
C -0.25041 -1.88586 -2.09497 0.0592 -0.0257 -0.2701
H 0.65528 0.72452 -4.16975 -0.0102 0.0048 -0.0068
H -0.76291 0.66155 -3.10568 0.0044 -0.0062 0.0129
H -0.59273 -0.49731 -4.42407 0.0036 -0.0062 0.0011
H 2.52934 -0.95586 -3.93224 -0.0029 0.0061 -0.0014
H 1.34244 -2.19053 -4.35964 0.0082 -0.0003 0.0001
H 2.31767 -2.37560 -2.89733 -0.0098 0.0030 0.0135
H 1.89676 0.79077 -1.98995 0.0182 -0.0099 -0.0080
H 2.15362 -0.71184 -1.09265 -0.0033 -0.0020 0.0117
H 0.70179 0.32215 -0.85717 -0.0098 0.0188 -0.0090
H -0.54992 -2.75857 -2.67903 -0.0567 0.0894 -0.1055
```
Forces are in eV/Å.

The orbital gap is 7.57 eV. The total charge is +2. The lowest unoccupied orbital energy is -0.2566 hartree. The calculation puts the electronic energy at -1807.57929 Eh. The HOMO energy is -14.55 eV. Its energy above the lowest of the compared OMol25 structures with the same formula, charge and spin is 0.0 kcal per mole.

Record 2
One molecule with the formula C17H21NO, computed with the ωB97M-V functional and the def2-TZVPD basis.

The geometry in XYZ format:
```
40
Properties=species:S:1:pos:R:3:forces:R:3
C -4.22191 -1.45796 -1.16991 -0.0356 -0.0277 0.1071
N -3.94231 -1.26166 0.23567 0.0012 0.0513 -0.0395
C -4.85084 -0.31057 0.83763 0.0130 -0.0980 -0.0345
C -2.54969 -1.02527 0.53468 0.2937 0.2064 -0.0167
C -1.93026 0.26289 -0.04060 -0.4706 -0.1794 -0.0551
O -0.60858 0.32638 0.44460 0.2219 -0.0105 0.0850
C 0.17225 1.39506 0.10655 0.2291 0.1914 0.0299
C -0.23492 2.42511 -0.73203 -0.2754 -0.2073 -0.0106
C 0.62478 3.47143 -1.02373 0.0898 0.0520 0.0023
C 1.89361 3.50402 -0.48044 0.0430 0.1226 -0.0796
C 2.29878 2.48051 0.36004 -0.1564 -0.0116 -0.0193
C 1.45818 1.42544 0.66695 -0.2312 -0.0232 0.1394
C 1.92990 0.30392 1.55760 -0.0558 0.0128 -0.1409
C 2.68909 -0.69902 0.72860 0.0450 -0.1152 0.1480
C 2.00460 -1.65130 -0.01611 -0.0113 -0.0388 0.0130
C 2.69184 -2.55067 -0.81053 -0.0279 -0.0568 -0.0615
C 4.07475 -2.50952 -0.87169 0.0776 -0.0677 -0.0724
C 4.76467 -1.56386 -0.13371 0.1045 -0.0174 -0.0496
C 4.07498 -0.66358 0.65952 -0.0316 -0.0025 0.0342
H -3.51794 -2.18015 -1.57907 0.0201 -0.0444 -0.0917
H -5.22951 -1.86191 -1.26934 -0.0252 -0.0037 -0.1108
H -4.16507 -0.53195 -1.76193 -0.0004 0.0037 -0.0515
H -4.83356 0.67948 0.35726 -0.0212 0.0384 0.0184
H -4.60326 -0.19391 1.89099 -0.0357 0.0527 0.0762
H -5.86423 -0.70498 0.76162 -0.0705 0.0772 0.0359
H -2.43599 -0.99673 1.62174 0.0703 -0.0180 -0.0314
H -1.97500 -1.87754 0.16148 0.0554 0.0267 0.0605
H -1.93373 0.22990 -1.13859 0.0011 0.0828 0.1029
H -2.50114 1.14010 0.29325 0.0775 -0.0409 -0.0942
H -1.22146 2.42221 -1.16887 -0.0885 -0.0369 -0.0131
H 0.29168 4.26162 -1.68030 -0.0287 0.0571 -0.0471
H 2.56416 4.31907 -0.70640 0.0561 0.0714 -0.0186
H 3.28947 2.50066 0.79032 0.1153 -0.0188 0.0669
H 1.06583 -0.17520 2.01839 0.1118 0.0259 0.1026
H 2.57828 0.70682 2.33768 -0.0575 -0.0247 0.0127
H 0.92630 -1.68066 0.03310 -0.1141 -0.0036 0.0056
H 2.14838 -3.28842 -1.38359 -0.0436 -0.0525 -0.0356
H 4.61237 -3.21270 -1.49098 0.0389 -0.0512 -0.0406
H 5.84388 -1.52725 -0.17514 0.0768 0.0004 -0.0011
H 4.62164 0.07014 1.23532 0.0392 0.0780 0.0746
```
Forces are in eV/Å.

The orbital gap is 9.20 eV. As for the SMILES: CN(C)CCOc1ccccc1Cc1ccccc1. The lowest unoccupied orbital energy is 0.0295 hartree. The calculation puts the electronic energy at -790.36420 Eh. The HOMO energy is -8.39 eV. Its energy above the lowest of the compared OMol25 structures with the same formula, charge and spin is 14.3 kcal per mole.

Record 3
C17H21NO11P2RuSi2 as an isolated structure, computed with the ωB97M-V functional and the def2-TZVPD basis.

The geometry in XYZ format:
```
55
Properties=species:S:1:pos:R:3:forces:R:3
Ru -0.09124 0.18786 -1.40340 -0.2530 -0.0340 -0.4786
C 2.86726 -0.87214 0.53856 0.0993 -0.2265 -0.0592
Si 1.83276 0.61925 0.07405 -0.2044 0.2252 0.5900
C 2.99768 1.84517 -0.74044 0.0789 0.0983 -0.2296
C 1.29520 1.39390 1.71102 0.1244 0.0380 0.2387
C 2.14094 1.51259 2.82233 -0.0954 0.0395 -0.0247
C 1.68657 2.07397 4.00594 -0.0135 0.0031 -0.0422
C 0.37536 2.53467 4.09344 0.0061 -0.0135 -0.0159
C -0.46681 2.42989 2.99747 0.0729 -0.0023 -0.0202
C -0.02005 1.85754 1.79985 0.0084 0.0785 0.2319
Si -1.11751 1.65364 0.28326 0.4782 0.0395 0.4786
C -1.42077 3.34932 -0.42311 -0.0356 0.1761 -0.2666
C -2.73480 0.97583 0.90079 -0.2722 -0.1797 -0.0527
H 3.87126 -0.52202 0.80177 -0.0060 -0.0295 0.0131
H 2.94535 -1.56103 -0.30242 0.0387 0.0186 -0.0016
H 2.46213 -1.41552 1.39071 0.0781 -0.0011 0.0345
H 3.39450 2.49915 0.04139 0.0754 -0.0139 -0.0333
H 2.48805 2.45147 -1.48910 0.0144 0.0365 0.0384
H 3.83039 1.33087 -1.22769 -0.0026 0.0281 -0.0003
H 3.16480 1.15319 2.76552 -0.0166 -0.0117 0.0013
H 2.34596 2.14702 4.86362 -0.0050 0.0011 0.0035
H 0.01072 2.96264 5.02044 0.0102 0.0054 0.0016
H -1.48911 2.78756 3.08177 0.0096 -0.0137 -0.0011
H -1.83628 3.98209 0.36823 0.0002 0.0401 -0.0453
H -2.12440 3.30782 -1.25750 0.0089 0.0209 0.0221
H -0.49352 3.78831 -0.79413 -0.0217 0.0164 0.0187
H -3.17625 1.70466 1.58878 -0.0270 -0.0411 0.0032
H -2.59460 0.03292 1.43172 -0.0282 0.0349 0.0340
H -3.43059 0.80280 0.07781 -0.0192 0.0293 0.0344
O 1.84510 -1.96526 -4.64195 0.1551 -0.0645 0.1048
P 0.81690 -1.53569 -3.49120 0.0905 0.1825 -0.0385
O -0.19230 -2.56283 -3.24681 0.0083 -0.1045 -0.1014
O 1.61763 -1.01071 -2.26179 -0.2881 0.0004 -0.2708
O 0.17406 -0.16514 -4.08483 0.0921 -0.0147 -0.1314
P 0.90259 1.32831 -4.12695 -0.2649 -0.2683 0.0123
O 2.46457 0.90761 -4.02602 0.1642 0.0199 -0.1627
O 0.66055 1.96105 -5.42646 -0.0081 0.1805 0.0669
O 0.47476 1.96103 -2.80843 0.0725 -0.3878 -0.1961
H 2.35043 -1.19395 -4.93412 0.0331 0.0495 -0.0214
H 2.59448 0.34579 -3.24017 -0.0534 0.1057 0.1848
O -2.52178 -4.93772 3.31107 -0.0890 0.1106 -0.0180
C -2.89617 -4.80945 2.12531 0.2474 -0.4974 0.0013
O -3.70973 -5.48379 1.46709 -0.1051 0.1904 0.0378
C -2.18192 -3.68699 1.34438 -0.0432 0.2407 0.0021
C -1.01321 -3.11900 1.84012 -0.0227 -0.0212 0.0705
C -0.40355 -2.09238 1.14819 -0.1029 -0.0103 -0.1567
N -0.90595 -1.59307 0.01618 0.0855 -0.1712 0.1619
C -2.04450 -2.11120 -0.45501 0.1323 0.0042 0.1854
C -2.69468 -3.16521 0.16288 -0.0104 -0.0622 -0.0494
C -2.64574 -1.38173 -1.62455 0.0615 0.5066 -0.1793
O -3.68279 -1.74405 -2.13058 -0.1174 -0.0779 -0.0462
O -1.99970 -0.28723 -1.96783 -0.1413 -0.2813 0.0353
H -0.61595 -3.48307 2.77781 -0.0122 0.0003 0.0039
H 0.49804 -1.62471 1.51532 0.0239 0.0038 0.0201
H -3.60412 -3.56403 -0.26232 -0.0111 0.0035 0.0121
```
Forces are in eV/Å.

The expectation value of S² is 6.02. The orbital gap (alpha / beta) is 6.99 / 6.74 eV. The total charge is -2. The lowest unoccupied orbital energy (alpha / beta) is 0.1541 / 0.1248 hartree. The calculation puts the electronic energy at -2899.84468 Eh. The HOMO energy (alpha / beta) is -2.80 / -3.34 eV. Its energy above the lowest of the compared OMol25 structures with the same formula, charge and spin is 29.0 kcal per mole. As for the spin multiplicity: 5.

Record 4
One molecule with the formula C17H21NO7S, computed with the ωB97M-V functional and the def2-TZVPD basis.

The geometry in XYZ format:
```
47
Properties=species:S:1:pos:R:3:forces:R:3
C 3.60186 2.19785 -0.32660 -1.0654 2.3634 -3.5559
C 2.16904 2.78419 -0.43672 0.6573 0.6614 0.9310
C 1.58314 2.69530 0.97826 -2.9588 2.4405 -1.5463
C 0.18696 3.51146 1.20234 1.2331 2.2468 -0.0498
C -0.64308 2.95623 2.37313 0.7543 -1.0209 -2.5124
O -1.60092 1.95619 1.82387 0.3564 1.4923 0.9027
C -1.01414 0.80594 1.42891 -0.5940 0.6943 0.3172
C -0.45155 0.02271 2.38715 0.4816 -1.3153 0.1337
C 0.19198 -1.16830 2.08245 0.2956 -1.2905 -2.3366
C 0.26538 -1.55901 0.68398 0.8736 0.9664 1.0283
S 1.37265 -2.93878 0.25752 0.6338 0.9303 0.8857
O 2.58296 -2.48405 -0.44809 -2.9942 -0.7660 -0.1791
O 1.70368 -3.53706 1.53557 -0.7599 -0.5197 -0.6500
N 0.27625 -3.98222 -0.58485 0.9833 -1.2398 1.5149
C -0.19215 -5.21764 0.21134 -0.6217 1.3015 -0.3341
C -1.68653 -5.01475 0.70678 -1.0407 0.7992 -3.2862
O -2.53674 -4.41540 -0.00518 2.8433 -1.3749 2.5438
O -2.02542 -5.70587 1.79807 -0.4713 1.2749 0.1043
C -0.30483 -0.68883 -0.29472 0.2119 -0.1770 -1.3901
C -0.36657 -0.48781 -1.74717 0.0114 -0.4117 -1.1916
C -1.22446 0.56910 -2.08507 2.3675 -1.9587 2.3063
C -1.54679 0.99878 -3.47161 1.3788 0.7916 -1.1832
C -2.80904 1.75701 -3.79923 0.4277 2.1128 -1.3326
O -0.71240 0.77652 -4.35872 -1.5293 -0.0468 1.6518
O -1.58271 1.19937 -0.86582 0.1351 -1.2877 -1.3588
C -1.00177 0.40975 0.09577 -1.2675 2.1221 1.7610
H 3.56578 1.20462 -0.02013 0.1129 -1.9370 0.0405
H 3.92680 2.40948 -1.39680 0.5777 -1.1706 1.3214
H 4.25935 2.72372 0.32806 0.2144 0.7108 0.5334
H 1.53475 2.23684 -1.11082 -0.1376 -1.0515 -0.2050
H 2.15872 3.74046 -1.01735 0.2822 -0.0026 1.3336
H 2.30015 2.87274 1.73831 0.6302 0.6909 0.7549
H 1.30131 1.69462 1.07878 -0.2904 -1.7872 0.2926
H -0.44646 3.58842 0.21278 1.2294 -0.2768 2.0031
H 0.38694 4.67151 1.57289 -0.1016 -2.7708 -1.3150
H -1.13890 3.76502 2.79696 -1.8326 0.9624 0.5934
H 0.02887 2.62062 3.15829 -0.0590 -0.8773 0.0209
H -0.53654 0.31730 3.40721 -0.0276 0.2751 0.5613
H 0.62457 -1.80587 2.87667 -0.2435 0.4272 -0.8172
H -0.49925 -3.54571 -1.08691 0.3644 0.1770 0.3090
H 0.51313 -5.45194 1.02824 -0.4713 0.3792 -0.4198
H -0.22325 -6.07817 -0.47907 0.0054 0.3948 0.2169
H -2.90820 -5.31788 2.02408 0.5145 -0.8036 -0.0799
H 0.27020 -1.05843 -2.44195 -0.8213 0.3296 0.1116
H -2.51757 2.65891 -4.53247 -0.6140 -2.2462 1.4316
H -3.33442 2.23197 -2.96744 0.2236 -0.3745 0.1930
H -3.50077 1.08109 -4.31067 0.1025 0.1624 -0.0543
```
Forces are in eV/Å.

The orbital gap is 8.26 eV. As for the SMILES: CCCCCOc1ccc(S(=O)(=O)NCC(=O)O)c2cc(C(C)=O)oc12. The lowest unoccupied orbital energy is -0.0245 hartree. The calculation puts the electronic energy at -1639.88275 Eh. The HOMO energy is -8.92 eV. Its energy above the lowest of the compared OMol25 structures with the same formula, charge and spin is 61.5 kcal per mole.

electronic energy of number 1 (C17H21N4OS2Ta)?
-1807.57929 Eh

Which of these has the highest electronic energy?
C17H21NO